1.
A structure of composition C4H12N2O, computed with the ωB97M-V functional and the def2-TZVPD basis.

```
19
Properties=species:S:1:pos:R:3:forces:R:3:mulliken_charge:R:1
C 0.1964 -1.5340 -1.6990 -0.16 0.06 -0.05 -0.779
N -0.7346 -1.3396 -0.5631 1.18 0.21 -0.12 -0.393
C -0.3996 -0.2461 0.3030 -1.88 0.31 0.90 1.172
C -0.6426 -0.6028 1.7671 0.10 0.93 -0.02 -1.286
O 1.9842 0.1621 0.3082 -2.69 -0.91 -0.03 -0.682
C -0.7221 1.1634 -0.2138 -0.08 0.16 -1.10 -0.594
N 0.1485 2.2206 0.2760 0.91 -0.96 0.25 -0.658
H 1.2370 -1.4187 -1.3892 -0.26 -0.03 0.26 0.320
H 0.0299 -0.8194 -2.5157 -0.02 -0.23 -0.03 0.284
H 0.0385 -2.5601 -2.0182 0.07 0.04 -0.39 0.317
H -1.6659 -1.1958 -0.9420 -0.08 0.10 0.21 0.304
H 0.7764 -0.0802 0.3716 3.85 0.09 -0.11 -0.258
H -1.1475 -1.5583 1.8288 0.01 -0.10 0.01 0.415
H -1.2184 0.1945 2.2380 -0.19 -0.02 -0.02 0.282
H 0.2899 -0.6172 2.3335 0.05 -0.26 -0.13 0.326
H -1.7529 1.4794 -0.0124 -0.17 -0.67 0.23 0.359
H -0.6652 0.9969 -1.3032 0.02 0.43 0.03 0.230
H 0.2705 2.9339 -0.4317 -0.24 0.05 -0.02 0.252
H 1.0731 1.7355 0.3389 -0.44 0.82 0.12 0.390
```
Positions in Å, forces in eV/Å.

- HOMO: -9.37 eV
- HOMO-LUMO gap: 7.235 eV
- Relative energy (zero: lowest compared OMol25 entry of this formula, charge and spin): 154.76 kcal/mol


2.
A structure of composition C4H12N2O, computed with the ωB97M-V functional and the def2-TZVPD basis.

```
19
Properties=species:S:1:pos:R:3:forces:R:3:nbo_charge:R:1
C -1.8970 0.6260 -0.5979 0.01 4.58 0.82 -0.607
C 0.2016 -0.0810 1.6492 -0.50 -2.16 3.12 -0.445
C 1.8232 0.0859 -0.1056 0.42 1.86 -1.67 -0.411
C -0.4099 0.6524 -0.5825 2.06 3.10 -3.27 -0.230
N 0.4070 -1.8782 -0.1939 -1.74 -2.32 -2.00 0.105
N 0.4551 -0.1622 0.2628 -0.29 1.41 -1.17 -0.306
O -0.6430 -2.3852 0.0434 0.79 0.35 0.83 -0.386
H -2.3975 -0.0695 -1.1383 -1.19 -2.93 -0.92 0.225
H -2.2229 0.8069 0.4471 -0.56 -0.37 -0.79 0.208
H -2.2197 1.5997 -1.2418 0.87 -1.87 1.75 0.215
H 0.6632 0.7063 2.3141 -0.47 -0.17 -1.39 0.220
H -0.9042 -0.1689 1.8368 1.13 0.28 -0.11 0.226
H 0.6380 -1.0545 2.0788 -0.63 1.22 -0.38 0.223
H 2.5202 -0.2886 0.6091 0.31 -0.18 0.64 0.219
H 2.0590 -0.3596 -1.0983 -0.44 0.06 0.70 0.243
H 1.9012 1.2050 -0.2485 0.46 -1.06 0.41 0.196
H -0.1563 1.7664 -0.3821 -0.15 -1.50 0.26 0.185
H 0.0049 0.5892 -1.6858 -0.80 -0.43 2.18 0.240
H 0.1773 -1.5901 -1.9667 0.71 0.12 0.99 -0.119
```
Positions in Å, forces in eV/Å.

- HOMO (alpha / beta): -7.40 / -7.66 eV
- HOMO-LUMO gap (alpha / beta): 7.908 / 8.402 eV
- Relative energy (zero: lowest compared OMol25 entry of this formula, charge and spin): 179.29 kcal/mol


3.
A cluster of 2 separate species, C4H12N2O in total, computed with the ωB97M-V functional and the def2-TZVPD basis.

```
19
Properties=species:S:1:pos:R:3:forces:R:3:nbo_charge:R:1
C 0.7546 -0.4119 -1.9191 0.23 -1.60 0.49 -0.608
C -0.6611 -0.6101 -1.3504 -0.07 0.41 -0.54 -0.431
C -0.7814 -0.0122 0.0171 -0.64 -0.67 -0.38 0.151
N -0.3009 -0.8659 1.0411 0.31 0.21 0.48 -0.856
C -1.2900 1.1953 0.2438 -0.18 -0.13 0.70 -0.115
N -1.2235 1.7335 1.5668 -0.41 0.13 -0.04 -0.860
H 0.8105 -0.6343 -2.9841 -0.14 0.69 -0.16 0.213
H 1.3705 -1.2229 -1.5147 0.14 0.17 0.23 0.209
H 1.2307 0.4990 -1.5804 -0.11 0.39 -0.45 0.220
H -0.8740 -1.6802 -1.3409 -0.07 -0.08 0.18 0.199
H -1.4065 -0.1773 -2.0196 0.00 0.23 0.07 0.209
H -0.5237 -0.4972 1.9616 0.05 0.30 -0.09 0.386
H -0.7855 -1.7554 0.9900 0.27 -0.14 -0.29 0.371
H -1.9159 1.7140 -0.4695 0.47 0.11 -0.42 0.186
H -1.9508 2.4284 1.7096 0.33 -0.10 0.10 0.368
H -0.3204 2.1527 1.7426 -0.04 0.13 0.09 0.370
O 2.8904 -0.6958 1.0419 0.29 0.02 -0.19 -0.964
H 3.0417 -0.3781 1.9357 -0.17 -0.03 -0.01 0.464
H 1.9352 -0.7817 0.9286 -0.25 -0.02 0.23 0.490
```
Positions in Å, forces in eV/Å.

- HOMO: -8.01 eV
- HOMO-LUMO gap: 8.888 eV
- Structure (SMILES): CC/C(N)=C/N.O
- Relative energy (zero: lowest compared OMol25 entry of this formula, charge and spin): 29.72 kcal/mol


4.
The molecule C4H12N2O, computed with the ωB97M-V functional and the def2-TZVPD basis.

```
19
Properties=species:S:1:pos:R:3:forces:R:3:nbo_charge:R:1
N -0.9140 1.8284 -1.0721 -0.09 -1.25 -0.03 -0.868
C -1.6748 0.6274 -1.4525 -1.79 0.82 -0.23 -0.222
C -0.8615 -0.6439 -1.5351 -0.41 -0.17 -0.94 -0.414
C -0.3581 -1.0505 -0.1533 1.06 -1.92 -1.04 -0.205
N 0.9446 -0.5448 0.1712 1.37 1.27 1.54 -0.647
C 1.1808 0.1610 1.3845 -1.70 -0.76 0.48 0.099
O 1.7264 -0.7134 2.4299 -0.35 0.43 -0.56 -0.747
H -0.7360 2.4082 -1.8810 -0.23 0.32 0.50 0.368
H -1.3541 2.2619 -0.2801 0.09 0.71 -0.27 0.369
H -2.4081 0.8776 -2.2989 1.44 -0.71 0.39 0.177
H -2.4318 0.3524 -0.6880 0.42 0.63 0.12 0.178
H 0.0425 -0.5539 -2.1884 -0.90 -0.16 0.14 0.202
H -1.6026 -1.4001 -1.9411 1.19 0.43 0.34 0.207
H -1.0408 -0.8066 0.6400 -0.36 0.30 0.36 0.193
H -0.2773 -2.1642 -0.1632 -0.33 0.48 0.12 0.180
H 1.6865 -0.3835 -0.4830 -0.46 -0.42 -0.66 0.384
H 1.8261 1.0223 1.3250 0.44 0.23 -0.57 0.156
H 0.1695 0.5383 1.6736 0.67 -0.16 0.40 0.134
H 2.0317 -0.1479 3.1508 -0.07 -0.08 -0.10 0.456
```
Positions in Å, forces in eV/Å.

- HOMO: -8.27 eV
- HOMO-LUMO gap: 9.263 eV
- Structure (SMILES): NCCCNCO
- Relative energy (zero: lowest compared OMol25 entry of this formula, charge and spin): 49.25 kcal/mol


Q: relative energy (zero: lowest compared OMol25 entry of this formula, charge and spin) of number 4 (C4H12N2O)?
A: 49.25 kcal/mol


Q: Look up the relative energy (zero: lowest compared OMol25 entry of this formula, charge and spin) of the first one.
A: 154.76 kcal/mol